No. 1
The following is a quantum chemistry calculation of a 12-piece molecular cluster, C62H160N12O19 overall at a distorted geometry, from the Open Molecules 2025 dataset.

2S+1	1
LUMO	0.313	eV
electronic energy	-4544.28325	a.u.
SMILES string	COC[C@H](C)N.COC[C@H](C)N.COC[C@H](C)N.COC[C@H](C)N.COC[C@H](C)N.COCCNCCOC.COCCNCCOC.COCCNCCOC.COCCNCCOC.COCCNCCOC.COCCNCCOC.COCCNCCOC
energy above the lowest of the compared OMol25 structures with the same formula, charge and spin	82.8	kcal/mol
orbital gap	0.31658	hartree
charge	0

Atoms and positions in Å:
C 5.28670 -13.20974 -26.27810
O 5.96410 -13.85546 -25.21248
C 5.76640 -13.24234 -23.93644
C 4.62104 -13.83972 -23.13307
C 3.24845 -13.45112 -23.73645
N 4.54263 -13.42276 -21.73273
H 4.99449 -12.19620 -25.99554
H 4.48633 -13.76510 -26.76596
H 6.03307 -12.98783 -27.05177
H 6.69907 -13.38737 -23.38592
H 5.55601 -12.17403 -24.06204
H 4.75731 -14.92662 -23.11701
H 3.14284 -12.37155 -23.85149
H 2.47105 -13.81133 -23.06892
H 3.09837 -13.95409 -24.69556
H 5.26170 -13.89540 -21.18812
H 4.69775 -12.41644 -21.70840
C 1.16373 -16.54920 -27.71574
O -0.11912 -16.66880 -27.12949
C -0.49733 -17.98654 -26.72992
C -1.97981 -17.93843 -26.36657
C -2.29279 -18.93402 -25.25554
N -2.78420 -18.20640 -27.56253
H 1.96525 -17.25766 -27.49450
H 1.43797 -15.53180 -27.42347
H 1.10806 -16.53223 -28.81242
H -0.35928 -18.75117 -27.50060
H 0.07777 -18.20593 -25.82821
H -2.23534 -16.91739 -26.05789
H -1.90927 -19.92501 -25.50201
H -3.36693 -18.95695 -25.06473
H -1.84975 -18.65966 -24.29439
H -3.68331 -17.73865 -27.48272
H -2.38487 -17.71511 -28.36071
C 7.72256 -17.15971 -31.12418
O 7.29256 -15.88982 -31.59258
C 5.99417 -15.88456 -32.15112
C 4.96350 -15.28220 -31.20047
C 3.54339 -15.43936 -31.72241
N 5.19631 -13.83851 -31.09051
H 7.93685 -17.81740 -31.97075
H 6.91552 -17.53909 -30.49083
H 8.64032 -17.12687 -30.54005
H 6.13593 -15.25299 -33.03222
H 5.61553 -16.86566 -32.45391
H 5.08204 -15.75850 -30.21741
H 3.33230 -14.76607 -32.55295
H 2.77244 -15.21502 -30.98028
H 3.28489 -16.44878 -32.06361
H 6.19225 -13.63240 -31.14541
H 4.94605 -13.44955 -30.18723
C 8.18648 -24.19169 -23.60507
O 7.27751 -23.96888 -24.64800
C 7.59981 -22.94326 -25.56187
C 8.30598 -23.52529 -26.78194
C 8.60890 -22.53049 -27.90803
N 7.70097 -24.75261 -27.32064
H 8.40821 -23.27146 -23.06325
H 9.13007 -24.67745 -23.87047
H 7.77437 -24.82967 -22.82167
H 6.58331 -22.60891 -25.81523
H 8.18852 -22.08938 -25.21166
H 9.27523 -23.84872 -26.37678
H 9.30246 -21.72711 -27.67073
H 7.69263 -22.11582 -28.33584
H 9.04425 -23.17478 -28.67479
H 7.26213 -25.11332 -26.46278
H 6.85143 -24.56615 -27.85826
C 8.10797 -19.01974 -27.83399
O 7.88193 -17.86837 -27.04627
C 6.48887 -17.48401 -26.96011
C 6.06258 -17.49846 -25.46303
C 4.56848 -17.12133 -25.34411
N 6.96914 -16.54459 -24.74759
H 9.17330 -19.22306 -27.69689
H 7.99440 -18.95061 -28.92245
H 7.53676 -19.89829 -27.52116
H 6.56719 -16.42790 -27.25643
H 5.91429 -18.00089 -27.73218
H 6.27713 -18.49041 -25.05341
H 4.10655 -17.52665 -26.24268
H 4.49234 -16.03483 -25.31086
H 4.18407 -17.51909 -24.40620
H 7.76677 -16.54472 -25.38028
H 6.54579 -15.61274 -24.88855
C 14.24179 -21.62213 -18.07312
O 13.02147 -21.83637 -18.75796
C 12.08352 -22.58786 -18.01094
C 10.74989 -22.66632 -18.73287
N 10.24648 -21.32420 -19.01616
C 9.43485 -21.42506 -20.22853
C 9.15384 -20.16301 -20.96818
O 9.10557 -20.34472 -22.37771
C 8.91383 -19.14460 -23.08620
H 14.87390 -21.07032 -18.75602
H 14.65020 -22.60877 -17.81849
H 14.10173 -21.16223 -17.08989
H 12.06970 -22.22814 -16.97754
H 12.45311 -23.62664 -18.02789
H 10.05135 -23.16794 -18.05562
H 10.81714 -23.35072 -19.58573
H 11.04613 -20.72378 -19.19355
H 8.54417 -22.03390 -20.07532
H 9.91548 -22.06266 -20.99335
H 9.83689 -19.32987 -20.72691
H 8.23497 -19.62627 -20.67955
H 7.91353 -18.70132 -23.05638
H 9.11303 -19.32887 -24.14370
H 9.68720 -18.45115 -22.73773
C 18.50043 -15.74554 -22.07645
O 17.25830 -15.54307 -22.66215
C 16.35034 -16.63573 -22.58467
C 15.06285 -16.23428 -23.21276
N 13.92398 -17.13860 -22.84368
C 13.89796 -18.31876 -23.71908
C 13.12921 -18.09506 -24.99562
O 11.74826 -17.95659 -24.59115
C 10.99652 -17.23469 -25.56178
H 19.35583 -16.00840 -22.70550
H 18.46164 -16.53287 -21.30906
H 18.81415 -14.87944 -21.48754
H 16.21378 -16.79781 -21.50674
H 16.78690 -17.53321 -23.03779
H 15.16830 -16.20694 -24.30521
H 14.75537 -15.25573 -22.84266
H 13.15726 -16.55332 -23.16383
H 13.52079 -19.21087 -23.21353
H 14.90998 -18.66546 -23.96291
H 13.10878 -19.03182 -25.56776
H 13.41971 -17.24275 -25.61345
H 11.06767 -17.65053 -26.56989
H 11.34059 -16.19806 -25.49791
H 9.95936 -17.27068 -25.23252
C 15.97875 -13.66408 -26.76448
O 15.67221 -14.72873 -27.63220
C 14.43854 -14.50599 -28.27806
C 13.22329 -14.52648 -27.32330
N 12.64334 -13.21719 -27.06484
C 11.94159 -12.59922 -28.17627
C 10.84101 -13.39661 -28.85693
O 9.83609 -13.77354 -27.94949
C 8.73903 -14.40455 -28.53638
H 15.38676 -13.72095 -25.84490
H 15.87879 -12.70078 -27.27275
H 17.00653 -13.70608 -26.39808
H 14.15558 -15.29373 -28.98158
H 14.55221 -13.61540 -28.90164
H 13.59276 -14.97608 -26.40039
H 12.39455 -15.12070 -27.71614
H 12.40912 -12.86845 -26.15927
H 12.65261 -12.25195 -28.93156
H 11.53170 -11.66885 -27.77701
H 11.23014 -14.32216 -29.31455
H 10.45049 -12.83672 -29.71798
H 8.40531 -14.00747 -29.49871
H 7.87386 -14.32533 -27.86674
H 8.83095 -15.50015 -28.55804
C -1.68601 -22.80932 -23.23809
O -1.02432 -21.57433 -23.26568
C 0.30068 -21.66841 -23.72571
C 0.98768 -20.31744 -23.59491
N 0.73452 -19.69620 -22.29234
C 1.41875 -18.42214 -22.06631
C 1.13950 -17.35633 -23.11004
O -0.01237 -16.62677 -22.75345
C -0.15427 -15.39683 -23.40865
H -1.69495 -23.30481 -24.21372
H -2.71752 -22.79703 -22.88573
H -1.19409 -23.46102 -22.50419
H 0.35178 -21.99772 -24.77305
H 0.88948 -22.45010 -23.22942
H 0.58721 -19.60514 -24.32446
H 2.04723 -20.44124 -23.83062
H -0.27235 -19.60288 -22.23854
H 2.49036 -18.59343 -21.97415
H 1.07661 -17.98532 -21.12709
H 1.17041 -17.72327 -24.13914
H 1.98120 -16.64337 -23.04340
H -1.04777 -14.91014 -23.02197
H -0.16534 -15.40347 -24.50567
H 0.72627 -14.79551 -23.14135
C 8.42503 -24.45048 -16.23904
O 7.59249 -23.96928 -17.28701
C 6.60280 -24.91147 -17.66241
C 5.56905 -24.24252 -18.56062
N 6.11254 -23.41232 -19.63317
C 5.04620 -22.94385 -20.52946
C 5.64659 -21.93145 -21.48725
O 5.56959 -20.63696 -20.91824
C 5.32700 -19.57146 -21.81482
H 7.78608 -24.74819 -15.40101
H 9.08505 -23.62728 -15.99262
H 8.96629 -25.37404 -16.46883
H 6.12310 -25.36114 -16.78759
H 7.11695 -25.69684 -18.23168
H 4.88874 -23.63898 -17.94269
H 4.95809 -25.03470 -19.00154
H 6.48018 -22.57823 -19.18170
H 4.25484 -22.39944 -19.99254
H 4.54465 -23.79214 -20.99619
H 5.15211 -21.95021 -22.46849
H 6.67621 -22.15890 -21.77784
H 4.23236 -19.49677 -21.89154
H 5.64226 -19.71986 -22.84841
H 5.63346 -18.67795 -21.28697
C 7.50143 -15.58338 -21.16684
O 6.41250 -15.17871 -20.32081
C 5.44364 -16.18233 -20.16226
C 4.34330 -15.60338 -19.26033
N 3.08535 -15.21988 -19.95195
C 2.02603 -14.66323 -19.13793
C 0.59099 -15.10170 -19.44410
O -0.26863 -14.28641 -18.67259
C -1.60165 -14.39760 -19.04932
H 7.23973 -16.12908 -22.07905
H 8.14303 -16.22912 -20.56462
H 7.96322 -14.65369 -21.49077
H 5.84166 -17.06605 -19.64641
H 4.98855 -16.46694 -21.12185
H 4.72543 -14.75581 -18.68320
H 4.03227 -16.41159 -18.59288
H 3.40685 -14.41413 -20.51121
H 2.02730 -13.56792 -19.23162
H 2.20784 -14.88562 -18.07965
H 0.45298 -16.10104 -18.99966
H 0.34510 -15.17054 -20.50767
H -1.81998 -14.21586 -20.10492
H -2.26750 -13.80461 -18.42117
H -2.03269 -15.39468 -18.85462
C 15.70185 -17.36321 -36.72330
O 14.55221 -17.36167 -35.92586
C 14.59660 -16.63762 -34.71429
C 13.27069 -16.84275 -34.02115
N 13.12199 -18.25302 -33.61970
C 11.73704 -18.69822 -33.47765
C 11.56903 -19.88492 -32.52268
O 10.47697 -19.54748 -31.65521
C 9.99794 -20.59440 -30.86267
H 16.55105 -17.80550 -36.18848
H 15.98396 -16.41355 -37.18505
H 15.48615 -18.05600 -37.53890
H 14.91538 -15.59250 -34.82080
H 15.46327 -16.99779 -34.13787
H 12.39790 -16.52521 -34.61118
H 13.21053 -16.23814 -33.10651
H 13.59766 -18.66640 -34.41965
H 11.45158 -18.97060 -34.50184
H 11.10122 -17.86834 -33.16981
H 12.45339 -19.99495 -31.89281
H 11.25687 -20.75818 -33.09840
H 8.89882 -20.51254 -30.90004
H 10.24983 -20.46744 -29.80407
H 10.11278 -21.63564 -31.18201

***

No. 2
The following is a quantum chemistry calculation of a 5-piece molecular cluster, C78H55N2O10 overall at a distorted geometry, from the Open Molecules 2025 dataset.

2S+1	1
LUMO	-3.575	eV
electronic energy	-3867.15877	a.u.
orbital gap	0.26982	hartree
charge	+1

Atoms and positions in Å:
C -5.60334 -0.99955 -0.90074
C -4.27178 -1.18061 -0.26566
O -3.64227 -2.17573 -0.38631
O -3.78325 -0.13062 0.47561
C -2.74192 0.55643 -0.21262
C -1.37457 0.30675 0.42868
C -0.48754 1.54108 0.51615
N 0.31843 1.74543 -0.70501
C -0.30869 1.98598 -1.86305
C 0.38103 2.09039 -3.05654
C -0.35796 2.21892 -4.35648
C -0.87495 0.86415 -4.81411
C -1.57353 0.79916 -6.02509
C -2.10686 -0.40698 -6.46616
C -1.94508 -1.57882 -5.73510
C -1.22616 -1.52949 -4.54948
C -0.70895 -0.31314 -4.09324
C 1.76466 1.99122 -3.01599
C 2.40709 1.77091 -1.80217
C 3.89645 1.68350 -1.78594
C 4.51075 0.63938 -1.11064
C 5.89439 0.57907 -1.13909
C 6.55537 1.56574 -1.84153
C 5.85642 2.56837 -2.48645
N 4.52338 2.63932 -2.46092
C 1.65542 1.64576 -0.65084
H -6.01292 -0.00108 -0.78778
H -5.52942 -1.22441 -1.95938
H -6.31936 -1.69885 -0.48315
H -2.71774 0.21391 -1.24990
H -2.98435 1.61415 -0.25530
H -0.88167 -0.51005 -0.09116
H -1.55680 -0.03650 1.44330
H 0.22397 1.39129 1.31443
H -1.07505 2.42246 0.75257
H -1.38276 2.05546 -1.87710
H -1.16023 2.95080 -4.31867
H 0.35377 2.59133 -5.08967
H -1.71267 1.70492 -6.59682
H -2.65015 -0.43678 -7.39878
H -2.35700 -2.52560 -6.04400
H -1.05918 -2.41477 -3.95888
H -0.16474 -0.33316 -3.16020
H 2.35730 2.07327 -3.91261
H 3.93954 -0.11750 -0.60024
H 6.43192 -0.20564 -0.63515
H 7.63257 1.55551 -1.90081
H 6.37533 3.33309 -3.03870
H 2.10211 1.45417 0.30981
C -0.63289 1.12279 7.94891
C -1.09398 1.22038 6.64068
C -0.20404 1.13959 5.58366
C 1.15345 0.96947 5.82779
C 1.61681 0.88909 7.14313
C 0.71886 0.95802 8.19971
C 3.07116 0.74507 7.43558
O 3.47276 0.66566 8.57582
C 4.01562 0.70649 6.28402
C 5.37883 0.62571 6.53144
C 6.27343 0.57424 5.47638
C 5.80762 0.59571 4.16629
C 4.44909 0.68252 3.91280
C 3.54680 0.74535 4.96812
C 2.09385 0.86673 4.67993
O 1.68146 0.88638 3.53240
H -1.33041 1.17882 8.77375
H -2.14962 1.35794 6.44800
H -0.55855 1.20906 4.56494
H 1.08422 0.88568 9.21454
H 5.73727 0.60408 7.55109
H 7.33446 0.50892 5.67839
H 6.50831 0.54703 3.34311
H 4.08253 0.70341 2.89595
C 7.93196 -3.03391 11.86615
C 7.09421 -2.43738 10.92969
C 7.62143 -1.90450 9.76611
C 8.99104 -1.95669 9.53696
C 9.83343 -2.54004 10.48611
C 9.29792 -3.08506 11.64567
C 11.30912 -2.57406 10.28259
O 12.04109 -3.08683 11.10133
C 11.86012 -1.95284 9.04464
C 13.23567 -1.92726 8.85602
C 13.76558 -1.36499 7.70725
C 12.92296 -0.83161 6.73770
C 11.55120 -0.85112 6.92229
C 11.01421 -1.40467 8.07791
C 9.53826 -1.39219 8.27312
O 8.79749 -0.93041 7.42689
H 7.51704 -3.45606 12.77168
H 6.02833 -2.38951 11.10891
H 6.97394 -1.44471 9.03253
H 9.95491 -3.54328 12.37168
H 13.88509 -2.34669 9.61171
H 14.83767 -1.34217 7.56431
H 13.33961 -0.39767 5.83841
H 10.89138 -0.43491 6.17406
C -9.92011 -5.87879 -8.02685
C -8.85233 -6.06170 -8.89925
C -7.55132 -5.94475 -8.44055
C -7.31188 -5.63565 -7.10769
C -8.38516 -5.43436 -6.23529
C -9.68798 -5.56519 -6.69848
C -8.15623 -5.06415 -4.81126
O -9.08349 -4.89346 -4.04882
C -6.74828 -4.90076 -4.34647
C -6.50955 -4.51320 -3.03319
C -5.20908 -4.36985 -2.57973
C -4.14176 -4.61603 -3.43684
C -4.37440 -5.00331 -4.74575
C -5.67684 -5.14057 -5.20781
C -5.90647 -5.53071 -6.62883
O -4.97089 -5.74753 -7.37021
H -10.93547 -5.97859 -8.38652
H -9.03724 -6.29799 -9.93859
H -6.71718 -6.09194 -9.11228
H -10.51376 -5.41826 -6.01645
H -7.34579 -4.32936 -2.37246
H -5.02076 -4.07305 -1.55604
H -3.12599 -4.51167 -3.07708
H -3.54477 -5.20328 -5.41029
C -7.98268 6.42948 -7.90613
C -8.07833 7.44350 -6.95889
C -7.42063 7.32775 -5.74603
C -6.67086 6.19154 -5.47098
C -6.58909 5.16416 -6.41649
C -7.24059 5.29219 -7.63650
C -5.82390 3.92122 -6.13191
O -5.73570 3.02902 -6.94803
C -5.15931 3.79521 -4.80002
C -4.48161 2.62279 -4.49271
C -3.84695 2.49160 -3.26977
C -3.87938 3.53985 -2.35148
C -4.55918 4.70773 -2.65175
C -5.20692 4.83577 -3.87341
C -5.95725 6.09332 -4.16959
O -5.97789 6.99945 -3.36537
H -8.49209 6.52667 -8.85537
H -8.66674 8.32635 -7.16934
H -7.48704 8.11524 -5.00842
H -7.16647 4.49909 -8.36731
H -4.45525 1.81596 -5.21315
H -3.32367 1.56905 -3.04067
H -3.37787 3.45153 -1.39654
H -4.59357 5.52345 -1.94266

***

No. 3
The following is a quantum chemistry calculation of a 2-piece molecular cluster, C4H12N2S2 overall at a distorted geometry, from the Open Molecules 2025 dataset.

2S+1	1
LUMO	-3.810	eV
electronic energy	-1065.30853	a.u.
energy above the lowest of the compared OMol25 structures with the same formula, charge and spin	111.3	kcal/mol
orbital gap	0.16014	hartree
charge	0

Atoms and positions in Å:
S -2.37542 -0.74581 -1.04700
S 0.96484 -0.52540 1.94225
C -0.26975 0.57120 1.40798
C 0.16319 1.36063 0.08146
C 0.49101 0.33417 -0.93623
N 1.81738 -0.18957 -0.84814
C 1.87142 -1.59028 -1.29863
N -0.97050 2.11211 -0.41119
H -3.22673 -1.55016 -0.38797
H -0.50608 1.30943 2.16511
H -1.14752 0.02765 1.07755
H 1.04160 1.97550 0.17619
H 0.22234 0.57042 -1.96474
H -0.19832 -0.55584 -0.80111
H 2.07025 -0.23208 0.14764
H 1.56877 -1.58464 -2.34281
H 1.27190 -2.28139 -0.70886
H 2.90966 -1.90264 -1.32571
H -1.72039 1.47729 -0.70135
H -1.37949 2.69506 0.31772